119
Properties=species:S:1:pos:R:3:forces:R:3:lowdin_charge:R:1 method="wB97M-V/def2-TZVPD" e_above_lowest_ev=0.559 orbital_gap_ev=6.17 e_lumo_ev=2.46 e_tot_ev=-116883.52419 charge=-1
Zn -0.675190 0.435135 -0.337507 0.24 0.12 0.02 0.732
O 1.120677 -1.687045 0.625483 -0.17 -0.19 -0.03 0.054
O 2.013436 2.544856 -0.051252 0.12 0.23 -0.36 0.035
O 0.816273 0.983810 1.007219 -0.61 -0.50 -0.19 -0.050
N 2.584062 -3.112664 1.582639 0.53 0.21 -0.02 0.055
N -1.600150 -1.453798 0.331656 0.26 -0.18 -0.33 0.081
N -2.046061 0.953318 1.268301 0.53 -0.31 -0.48 0.043
N -0.670648 -0.133985 -2.348373 0.34 0.27 0.59 0.022
N -1.435321 2.526020 -0.723237 0.20 -0.15 -0.46 0.102
C 4.973439 2.978643 5.647444 -0.07 -0.06 -0.03 -0.066
C 0.694349 3.397304 3.103249 0.05 -0.10 0.00 -0.024
C -4.319293 -0.353923 -2.259840 -0.12 0.06 0.00 -0.286
C 2.793792 0.956588 -3.451740 0.19 0.30 0.01 -0.280
C -2.494074 4.283400 2.840865 -0.09 0.56 -0.22 -0.106
C 1.941288 -4.335788 1.146559 -0.16 -0.53 0.10 -0.192
C 2.080023 2.854103 3.206338 -0.02 -0.01 0.01 -0.202
C -3.637315 -1.212464 -4.374149 -0.20 -0.05 0.05 -0.306
C -4.343288 -1.035018 3.369301 -0.09 -0.70 0.01 -0.107
C -2.393728 2.898470 2.750510 -0.08 -0.51 -0.37 -0.065
C -2.446109 -1.351945 1.362038 -0.57 -0.52 0.55 -0.147
C 1.679897 -2.044802 1.625469 0.53 0.22 0.41 -0.486
C 0.606765 -0.274049 -3.057819 0.01 -0.11 -0.26 -0.437
C -2.140900 -3.756251 0.104093 -0.20 -0.15 0.17 -0.047
C 3.864989 1.523881 2.299560 -0.11 -0.01 -0.08 -0.215
C -4.071521 -2.306382 2.920155 -0.35 0.11 0.36 -0.080
C 2.839267 -1.479497 -2.961954 0.19 -0.25 0.11 -0.284
C 3.557737 -0.153627 -2.735366 -0.03 0.02 -0.03 -0.111
C 4.153396 2.640853 4.432770 -0.01 0.03 0.01 -0.286
C 2.748163 0.654153 -4.948845 -0.06 -0.02 0.09 -0.128
C -3.953970 -1.780334 -5.733271 -0.02 0.03 0.05 -0.068
C -1.423946 4.632193 -1.825288 -0.12 0.31 0.15 -0.043
C 1.049854 -4.893262 2.268987 -0.03 0.17 -0.26 -0.175
C 1.374266 1.047266 -2.898337 0.07 -0.21 0.06 -0.093
C -1.780942 5.275525 -0.670044 0.10 -0.18 -0.17 -0.013
C 4.632768 1.824498 3.419828 -0.01 0.03 0.09 -0.023
C -2.004617 4.525154 0.503021 0.06 -0.43 -0.15 -0.161
C -1.843953 3.117709 0.406760 -0.13 0.81 0.44 -0.144
C -3.001773 -0.110255 -1.952093 -0.17 0.06 0.04 -0.039
C -1.248079 3.243503 -1.800698 -0.01 -0.20 -0.01 -0.099
C -1.912289 -0.414794 -2.805057 -0.18 -0.10 -0.27 -0.287
C 0.587981 -0.587033 -4.565773 0.04 -0.03 0.03 -0.100
C -2.356142 5.092963 1.740644 0.01 0.11 0.44 -0.069
C -2.314574 -0.987434 -4.035912 0.19 -0.11 -0.32 -0.012
C 2.867020 3.144352 4.308623 0.09 -0.08 -0.04 -0.020
C 2.002576 -0.659754 -5.146260 0.06 -0.08 -0.30 -0.298
C -4.658288 -0.909366 -3.490626 0.00 -0.05 -0.08 -0.060
C 4.420328 0.664739 1.204305 0.00 0.07 -0.05 -0.026
C -1.452231 -2.600607 -0.282564 0.00 0.04 -0.03 -0.125
C -5.390511 -0.024857 -1.257485 0.07 -0.03 0.02 -0.049
C 1.736182 1.843445 0.916998 0.57 0.30 0.43 -0.625
C -2.980144 -3.700342 1.185742 0.19 0.14 -0.14 -0.025
C 2.579100 2.046525 2.185030 -0.04 0.03 -0.06 -0.050
C 1.427093 -1.388809 -2.391247 0.08 0.29 -0.10 -0.094
C -3.163767 -2.475672 1.861242 0.31 0.21 -0.32 -0.172
C 1.361740 -1.556835 3.015116 -0.20 0.01 -0.05 -0.081
C -3.692796 0.080223 2.864368 0.35 0.36 -0.19 -0.033
C 0.152904 -3.837165 2.937647 0.10 -0.17 0.19 -0.185
C -2.689120 -0.033526 1.891861 -0.57 0.25 0.34 -0.212
C 0.884577 -2.794481 3.805097 -0.09 -0.01 0.00 -0.171
C 2.771584 -1.785124 -4.457583 0.01 0.03 0.08 -0.128
C -2.125879 2.268288 1.532335 -0.26 0.36 0.51 -0.228
H -5.692192 -1.091076 -3.756634 -0.08 0.00 0.01 0.096
H -1.258668 5.178882 -2.741648 0.03 0.02 -0.06 0.099
H 2.226068 -1.093226 3.493938 0.04 0.08 -0.05 0.122
H 4.414979 1.228461 0.271958 0.05 -0.05 -0.11 0.079
H 3.795673 -0.215890 1.052336 0.01 -0.11 -0.08 0.073
H 2.259299 -2.740149 -4.611794 0.01 -0.03 -0.05 0.115
H -0.003135 2.571165 2.991570 -0.01 0.06 0.06 0.069
H 0.595768 4.017594 2.213668 -0.12 0.11 -0.09 0.099
H 1.410366 1.311886 -1.840124 0.01 0.15 -0.02 0.086
H -3.355042 -2.667121 -5.942870 0.04 -0.04 -0.03 0.071
H 4.903419 4.042998 5.872940 0.05 0.03 0.03 0.072
H 1.680433 -5.356966 3.033700 0.02 -0.06 0.05 0.104
H 0.204851 -2.458625 4.589698 0.06 0.02 0.04 0.109
H 1.921788 -0.879875 -6.221278 0.00 0.03 0.12 0.136
H 6.021029 2.722041 5.505192 0.08 -0.01 0.01 0.067
H -1.609536 -1.273414 -4.791102 0.11 0.03 0.01 0.068
H 1.473206 -1.179006 -1.326879 0.03 -0.13 -0.02 0.085
H 0.412595 -5.675424 1.850298 0.01 -0.12 0.02 0.104
H -6.348038 0.139709 -1.752422 -0.04 0.01 0.04 0.067
H 2.700716 -5.068503 0.858370 -0.11 0.03 -0.08 0.111
H -0.952261 2.696506 -2.683962 0.09 -0.05 -0.08 0.098
H -5.108216 -0.891252 4.119834 -0.05 0.00 0.12 0.096
H 3.596807 0.065405 -1.667567 0.06 0.01 0.09 0.106
H -3.745776 -1.046162 -6.513835 0.00 -0.01 -0.07 0.074
H -4.581762 -3.166185 3.332747 -0.07 -0.05 -0.03 0.095
H 0.146454 -1.567234 -4.735900 -0.10 0.00 -0.03 0.104
H 3.089637 -3.247301 2.451368 -0.22 0.06 0.00 0.122
H 3.378547 -2.282515 -2.442941 -0.01 0.04 -0.03 0.137
H -1.884097 6.353149 -0.643170 -0.03 0.04 0.02 0.111
H -0.429034 -3.320354 2.175526 -0.15 0.00 -0.03 0.086
H 4.582880 -0.208635 -3.116298 0.06 0.01 0.04 0.117
H 2.234408 1.457104 -5.484123 0.00 0.07 -0.02 0.115
H -2.470818 6.163464 1.819147 -0.01 0.14 0.01 0.098
H 0.573714 -0.811036 2.922964 0.06 0.08 0.00 0.115
H 1.730979 -3.282066 4.298952 -0.02 0.03 0.09 0.103
H -4.014115 1.055764 3.194489 0.09 0.02 0.02 0.086
H 0.916430 -2.343541 -2.536940 -0.14 -0.11 0.05 0.120
H 0.426510 3.982789 3.981702 -0.05 0.03 0.00 0.082
H -5.122440 0.868366 -0.695981 -0.05 0.06 0.11 0.074
H -0.555381 -4.375460 3.572664 -0.06 0.07 -0.06 0.112
H -2.787127 0.350228 -1.001924 -0.22 0.13 0.12 0.060
H 0.836817 1.837945 -3.427873 -0.09 0.04 0.01 0.113
H 3.761957 0.570272 -5.356098 0.01 0.06 -0.02 0.114
H -3.529428 -4.572793 1.513585 -0.05 -0.07 0.03 0.112
H -5.005529 -2.054626 -5.798006 -0.07 -0.03 -0.05 0.063
H 3.297390 1.914735 -3.278694 -0.01 -0.05 0.00 0.141
H -2.695260 4.727423 3.808713 -0.02 0.03 0.01 0.102
H 0.011981 0.170016 -5.100284 -0.14 -0.01 -0.06 0.128
H 4.603952 2.434533 6.518543 0.05 -0.01 0.07 0.075
H 5.635922 1.424027 3.491729 0.12 -0.06 0.00 0.105
H 2.467468 3.786499 5.083364 -0.05 0.07 0.09 0.110
H 3.777012 -1.868800 -4.885109 0.01 -0.03 0.02 0.114
H 1.338827 -4.087218 0.271410 0.09 -0.06 -0.02 0.113
H -0.777708 -2.604749 -1.123337 0.11 0.03 -0.16 0.098
H -2.018752 -4.667646 -0.462986 0.05 -0.06 -0.02 0.103
H 5.438740 0.347958 1.429159 0.00 -0.05 -0.03 0.075
H -2.462773 2.316755 3.656688 -0.09 -0.11 -0.01 0.105
H -5.508436 -0.844854 -0.545406 -0.05 0.01 0.07 0.076

121
Properties=species:S:1:pos:R:3:forces:R:3:lowdin_charge:R:1 method="wB97M-V/def2-TZVPD" orbital_gap_ev="5.62 / 5.83" e_lumo_ev="-4.46 / -4.35" e_tot_ev=-120310.83167 charge=+1
Co -0.111754 0.263215 0.263963 0.15 0.15 -0.01 0.375
S 1.254593 2.096108 -2.322092 0.09 -0.06 -0.09 0.942
P 0.102628 1.813463 1.889899 -0.16 -0.09 -0.15 1.149
O -1.927654 0.817051 -0.014763 -0.03 -0.13 -0.18 -0.031
O 0.431276 1.691762 -1.130806 -0.10 0.04 0.08 -0.554
O 1.599728 -0.568955 0.303334 0.05 -0.17 -0.14 -0.101
N -0.486160 -0.992213 -1.127580 -0.10 0.08 0.00 0.088
C 1.418468 -4.296047 -4.829932 -0.01 -0.01 0.01 -0.040
C 0.288017 4.286914 0.672005 -0.01 0.00 -0.03 -0.106
C -1.687113 -0.834317 -1.670878 0.15 0.06 0.09 -0.125
C -5.345762 -2.735663 -3.987216 0.00 0.00 0.01 -0.032
C 4.043610 2.584549 4.096713 0.02 -0.01 0.01 -0.068
C -2.316077 5.047327 1.242919 -0.01 0.01 0.01 -0.074
C 3.068568 -5.548926 -3.459798 0.00 0.01 0.00 -0.059
C -6.244659 1.065147 -0.824075 0.00 0.01 0.01 -0.058
C 1.696650 -3.671728 -2.427151 -0.03 0.00 -0.05 -0.139
C -2.404945 -0.354293 5.013445 0.00 0.01 -0.01 -0.013
C -2.173320 -2.394452 3.622059 -0.02 -0.01 0.01 -0.033
C -4.777078 1.198954 -0.415242 0.00 -0.01 0.00 -0.526
C 1.896982 3.384140 3.365045 0.01 0.02 -0.02 -0.079
C -1.691882 -2.981063 2.492417 0.00 -0.02 0.01 -0.063
C -4.346039 2.657540 -0.630596 -0.01 -0.01 0.00 -0.026
C 2.808374 -3.373461 -1.591093 0.02 0.04 0.03 0.066
C 0.541855 -1.830681 -1.382314 0.10 0.01 0.06 -0.175
C -0.808914 -0.876592 1.652046 -0.02 0.01 0.12 -0.100
C 0.573259 -2.909727 -2.296183 -0.02 -0.05 -0.04 0.039
C 3.825225 1.381236 3.442835 -0.01 0.00 0.01 -0.063
C 4.017932 -2.225504 0.320007 0.03 -0.03 -0.03 -0.524
C 3.079984 3.583672 4.058279 -0.02 0.02 0.00 -0.066
C -1.846997 3.814036 1.676869 0.00 -0.01 0.00 -0.086
C -4.331505 -0.401850 -2.334461 -0.01 0.09 0.12 0.067
C 1.673920 -1.553044 -0.529805 0.02 0.06 0.08 -0.240
C -0.541152 3.429344 1.396910 0.00 0.00 0.03 -0.334
C -1.400845 1.707333 4.289026 0.03 -0.01 -0.01 -0.065
C -0.977331 1.099750 3.136415 0.04 0.05 0.01 -0.283
C 3.522151 -2.526043 1.744021 0.00 0.02 0.00 -0.022
C 1.717279 -4.833486 -3.422376 -0.01 0.00 -0.01 -0.553
C 2.840939 -2.381598 -0.644651 -0.03 0.01 0.04 -0.067
C 0.640312 -5.854998 -3.029209 0.01 -0.01 0.00 -0.037
C 4.624791 -0.816983 0.241588 -0.03 -0.02 -0.01 -0.038
C -1.958422 -1.011859 3.842737 0.00 0.02 0.00 -0.159
C 2.912781 1.482470 -2.038227 -0.05 -0.02 0.03 -0.226
C -4.663877 -0.721196 -5.323361 0.00 -0.02 0.01 -0.033
C -3.885718 0.291860 -1.255536 -0.04 0.00 -0.07 -0.059
C -2.224374 -1.457810 -2.834223 -0.11 -0.06 -0.12 0.052
C -1.488252 5.895354 0.525866 -0.01 0.01 0.00 -0.066
C -4.668727 0.822107 1.073161 0.00 0.00 0.01 -0.023
C 1.677093 2.177373 2.701689 -0.01 -0.06 0.02 -0.309
C 2.642687 1.176354 2.747668 0.03 0.03 0.04 -0.078
C -4.162627 -1.853666 -4.413883 0.03 0.00 -0.01 -0.555
C -1.016862 -2.220548 1.504152 0.01 0.04 -0.02 -0.063
C -3.179392 -2.716301 -5.204517 0.00 0.01 0.00 -0.060
C -1.256468 -0.263868 2.867691 0.02 -0.05 -0.04 -0.172
C -3.518717 -1.243906 -3.177699 0.12 -0.07 -0.02 -0.135
C -0.183077 5.512906 0.237959 0.00 0.00 0.01 -0.064
C 0.814889 0.980259 -3.658214 0.03 -0.04 0.08 -0.224
C 5.141255 -3.216347 0.004220 -0.01 -0.01 0.00 -0.061
C -2.144112 0.971581 5.230342 -0.03 -0.01 0.02 -0.058
C -2.482401 0.145398 -0.933252 0.00 0.11 0.14 -0.187
H -6.851079 1.701973 -0.179589 0.00 0.00 0.00 0.092
H 3.172084 -3.557589 1.813154 0.01 -0.01 0.00 0.095
H 3.249401 4.520555 4.572193 0.00 0.00 0.00 0.110
H -6.604677 0.040281 -0.712069 -0.01 0.00 0.01 0.095
H 2.461868 0.243924 2.236365 0.00 -0.07 -0.03 0.066
H -4.902542 -0.233903 1.226639 -0.01 0.00 -0.01 0.099
H -3.332525 5.342984 1.467554 0.00 0.00 0.00 0.110
H 2.875029 0.409954 -1.862056 0.03 -0.04 0.00 0.041
H 1.152233 4.169661 3.333278 0.00 -0.01 0.01 0.109
H -0.355556 -5.409644 -3.022975 -0.01 0.00 0.00 0.076
H 5.468981 -0.747146 0.930481 0.00 0.01 0.01 0.090
H -6.417455 1.388508 -1.852357 0.00 0.00 -0.01 0.087
H 3.320662 -5.994828 -2.496104 0.00 -0.01 0.00 0.090
H 1.442860 1.203199 -4.520167 0.01 0.03 0.00 0.067
H 2.149727 -3.540483 -5.123053 0.01 0.00 0.00 0.092
H -1.156332 2.744099 4.488804 0.01 0.00 0.00 0.114
H 4.815134 -4.252548 0.108184 0.00 -0.01 0.00 0.090
H -6.112890 -2.170677 -3.457265 0.00 0.01 0.01 0.081
H 4.964961 2.745727 4.640788 0.00 0.00 0.00 0.109
H 3.877670 -4.878299 -3.755940 0.00 0.01 0.00 0.092
H 0.467127 6.175852 -0.317607 0.00 0.00 0.00 0.109
H 5.959056 -3.060388 0.708336 0.00 0.00 0.01 0.092
H -0.306549 -3.164566 -2.863229 0.04 -0.01 0.02 0.092
H 3.529482 1.718280 -2.904840 -0.02 0.02 -0.02 0.070
H -2.500662 3.152280 2.230914 0.00 0.00 -0.01 0.101
H -2.707758 -2.971905 4.366089 0.00 0.00 0.00 0.115
H 5.005024 -0.620749 -0.764209 0.00 0.00 -0.01 0.090
H 3.026388 -6.355813 -4.191756 0.00 0.00 0.00 0.091
H 1.310464 3.997326 0.458651 0.00 0.00 0.00 0.108
H 3.906353 -0.045539 0.503584 -0.04 0.04 -0.01 0.054
H -2.489238 1.453958 6.135004 0.00 0.00 0.00 0.109
H -3.839443 -0.076662 -5.633645 0.01 0.00 0.00 0.092
H -1.836056 -4.041784 2.329182 0.00 0.00 0.00 0.107
H 4.573369 0.599706 3.475252 0.00 0.00 0.00 0.106
H 0.424889 -3.847774 -4.887430 0.00 0.01 0.00 0.070
H -2.330769 -2.133679 -5.569919 0.01 0.00 0.00 0.089
H -2.955335 -0.926928 5.750311 0.00 0.00 0.00 0.118
H -0.229293 1.159033 -3.907638 -0.01 0.02 0.02 0.061
H 3.677983 -4.002848 -1.689159 0.01 0.00 0.00 0.088
H 0.833978 -6.262424 -2.035617 0.00 0.00 0.01 0.094
H 4.340929 -2.401201 2.455628 0.00 0.01 0.01 0.092
H -1.855211 6.857783 0.194358 0.00 0.00 -0.01 0.109
H 5.540919 -3.074643 -1.002114 0.01 0.01 0.00 0.092
H 1.457381 -5.108175 -5.557588 0.00 0.00 0.00 0.090
H 0.962877 -0.048859 -3.331508 0.00 -0.01 -0.02 0.047
H -5.373477 -0.308880 -2.604345 0.00 0.01 0.00 0.100
H -5.411369 -0.100984 -4.827635 0.00 0.01 0.00 0.081
H 3.303043 1.990412 -1.158059 -0.02 0.01 0.01 0.065
H -3.286452 2.797072 -0.431530 0.03 0.02 0.02 0.065
H -3.685371 -3.138328 -6.072964 0.00 0.00 0.00 0.093
H -5.389666 1.410303 1.643700 0.00 0.00 0.00 0.091
H -5.123783 -1.141230 -6.218932 -0.01 0.00 0.00 0.092
H -0.679862 -2.747662 0.620099 -0.01 0.00 0.01 0.097
H -5.012649 -3.547294 -3.338360 0.00 0.00 0.00 0.095
H -4.908077 3.310924 0.040397 -0.01 0.00 -0.01 0.092
H 2.701222 -1.876050 2.037780 -0.02 0.03 0.01 0.066
H -5.812986 -3.174597 -4.869818 0.00 0.00 -0.01 0.092
H -3.676198 1.011629 1.476204 0.00 -0.01 -0.01 0.063
H -4.551551 2.970822 -1.656299 0.00 0.00 -0.01 0.094
H -2.802745 -3.549537 -4.607031 0.00 -0.01 0.00 0.086
H -1.592194 -2.063751 -3.458433 -0.04 0.03 0.01 0.081
H 0.631941 -6.682105 -3.741054 0.00 -0.01 0.00 0.091